Density functional theory data (ωB97M-V/def2-TZVPD) for a molecular structure, C12H33Cu2N3O15S3 at a distorted geometry.

The geometry in XYZ format:
```
68
Properties=species:S:1:pos:R:3:forces:R:3
Cu 1.340407 -0.949683 -1.402516 0.3 -0.1 -0.1
Cu 2.985733 -1.853532 -3.633855 -0.3 0.9 1.5
S 3.292880 1.197198 -3.084219 0.4 -0.7 1.7
O 1.953992 0.567925 -2.919218 -1.2 0.3 -0.1
O 3.247971 2.367671 -3.971336 -0.1 0.2 -0.6
O 3.827171 1.566911 -1.756585 -0.2 0.9 0.4
O 4.165117 0.108475 -3.573768 0.6 -1.1 -1.9
S 3.936102 -2.493488 -0.178613 -0.1 0.7 -0.4
O 4.274167 -3.896460 -0.370584 0.4 -0.9 -0.1
O 5.052730 -1.724290 0.384033 0.8 0.1 0.7
O 3.588039 -1.833232 -1.487890 -0.6 -0.3 -0.3
O 2.754182 -2.365800 0.720938 -0.3 0.2 0.3
S -0.022643 -3.201169 -2.414684 -0.5 0.0 0.6
O -0.447938 -2.258945 -1.328755 0.2 0.6 0.6
O 0.609619 -4.393480 -1.893709 -0.3 -1.0 0.2
O -1.218364 -3.455375 -3.224130 -0.4 -0.5 -0.8
O 0.992108 -2.437623 -3.173379 1.2 0.9 -1.8
C 3.662793 1.358707 1.994778 0.3 0.7 0.7
C 2.189805 1.261965 1.581509 0.6 0.4 -0.1
C 1.531509 2.615191 1.219258 0.4 -1.0 -0.6
O 1.674795 3.679389 2.150501 -0.2 0.4 0.6
C 1.180024 3.393054 3.430828 0.0 -0.8 -0.2
N 2.168024 0.404118 0.405303 -1.2 0.5 0.2
H 4.086671 0.365057 2.142145 0.0 -0.1 -0.4
H 3.918269 1.927068 2.907554 -0.5 0.1 0.1
H 4.195954 1.882447 1.197914 0.1 -0.3 -0.2
H 1.556570 0.854317 2.379389 0.2 -0.5 0.0
H 0.486087 2.324745 1.046692 -0.2 0.5 0.0
H 1.960550 2.998971 0.293109 0.0 -0.1 -0.1
H 0.092568 3.229864 3.459871 -0.2 0.3 -0.2
H 1.444519 4.199716 4.114151 0.1 0.1 0.0
H 1.586893 2.439420 3.783176 0.2 0.2 0.3
H 2.431346 -0.547850 0.687607 0.4 -0.1 -0.3
H 2.816911 0.802182 -0.285226 0.2 -0.4 -0.2
C -5.129891 0.547190 -1.473474 0.3 0.1 0.1
C -4.381454 0.339073 -2.775266 -0.3 -1.0 -1.5
C -2.966766 0.936489 -2.840404 -0.5 -0.4 1.0
O -2.299039 0.537128 -1.685306 0.1 -0.1 0.8
C -1.005334 1.121782 -1.549929 0.0 0.6 -1.7
N -4.301710 -1.080751 -3.118577 0.0 -0.3 0.7
H -6.160511 0.179055 -1.499895 -0.1 0.2 -0.4
H -5.121711 1.628635 -1.313883 -0.2 -0.1 0.5
H -4.671467 0.005935 -0.646049 0.4 0.3 -0.1
H -4.994783 0.769522 -3.588357 0.2 0.9 0.2
H -3.037627 2.033717 -2.866231 0.0 0.2 -0.2
H -2.464541 0.558313 -3.736383 0.1 0.2 -0.2
H -0.400369 0.893774 -2.434220 0.2 -0.2 0.1
H -0.406266 0.816676 -0.696309 -0.6 -0.3 0.3
H -1.131780 2.215216 -1.596257 0.1 0.2 0.4
H -5.203034 -1.534256 -3.162530 0.0 0.1 0.0
H -3.768865 -1.274876 -3.953152 0.2 -0.1 0.1
C -0.239649 -2.080326 3.701761 -0.7 0.3 1.3
C -0.942888 -2.170599 2.352019 0.9 1.3 0.6
C -1.478488 -0.793362 1.822565 0.5 -1.4 -0.6
O -2.244551 -0.034521 2.747487 0.0 0.0 0.6
C -2.578969 1.233923 2.267700 -0.4 0.1 -0.3
N 0.006739 -2.705653 1.391823 -1.6 0.0 0.4
H 0.550696 -1.329987 3.771430 0.2 -0.2 -0.4
H 0.129625 -3.050578 4.040571 0.3 -0.1 -0.5
H -0.939286 -1.808942 4.510326 -0.2 0.2 -0.2
H -1.806730 -2.821313 2.528687 -0.1 -0.2 -0.4
H -2.038339 -1.094037 0.926088 -0.5 0.4 0.0
H -0.637210 -0.234613 1.395666 0.2 0.2 0.5
H -3.123051 1.806338 3.026636 0.1 -0.2 0.3
H -3.266584 1.150001 1.416303 0.2 0.1 -0.3
H -1.707338 1.832298 1.982547 0.1 -0.1 -0.2
H 0.864787 -2.160053 1.383178 0.3 -0.3 0.0
H -0.418176 -2.564665 0.471146 0.6 -0.5 -0.4
```
Positions in Å, forces in eV/Å.

spin multiplicity: 1
net charge: -4
energy: -169940.1346 eV

---

Density functional theory data (ωB97M-V/def2-TZVPD) for 2 unconnected molecules or ions with the total composition C5H13NO4.

The geometry in XYZ format:
```
23
Properties=species:S:1:pos:R:3:forces:R:3
C 1.939372 -1.114306 0.319978 -0.4 0.0 0.0
C 0.640162 -0.833937 1.069226 0.1 0.1 0.0
N 0.707736 -1.398888 2.414348 0.0 -0.2 0.1
C 0.294056 0.652841 1.187357 -0.2 -0.6 0.0
O -0.828074 1.034579 1.414613 0.1 0.1 0.0
O 1.306786 1.524498 1.181163 0.2 0.4 0.1
H 2.041035 -2.187210 0.183661 0.1 -0.1 0.0
H 1.922564 -0.634527 -0.656294 0.1 0.1 -0.1
H 2.806934 -0.779110 0.889028 0.1 0.0 0.0
H -0.192993 -1.326342 0.557512 0.1 0.2 0.0
H -0.183923 -1.296514 2.885237 0.1 0.0 0.0
H 1.411529 -0.920919 2.967724 0.0 0.0 0.0
H 2.124640 1.134910 0.844063 -0.2 -0.1 0.0
C -2.310585 0.091909 -1.403741 0.4 0.1 -0.1
C -0.962587 0.249086 -2.098588 -0.6 0.1 -0.1
O -0.012519 0.980582 -1.346339 0.5 -0.2 0.3
O -0.442055 2.313775 -1.152937 -0.3 0.4 -0.4
H -2.186968 -0.320797 -0.405445 0.0 0.0 0.1
H -2.943734 -0.565691 -1.990311 -0.1 -0.1 -0.1
H -2.797933 1.059201 -1.315636 -0.1 0.0 0.0
H -1.095809 0.724673 -3.078734 0.1 -0.1 0.1
H -0.467395 -0.717343 -2.230256 0.0 0.1 -0.1
H -0.770238 2.329532 -0.235626 0.0 -0.3 0.1
```
Positions in Å, forces in eV/Å.

spin multiplicity: 1
net charge: 0
SMILES: C[C@@H](N)C(=O)O.CCOO
relative energy (zero: lowest compared OMol25 entry of this formula, charge and spin): 59.4 kcal/mol

---

Density functional theory data (ωB97M-V/def2-TZVPD) for a molecular structure, C5H11NO at a distorted geometry.

The geometry in XYZ format:
```
18
Properties=species:S:1:pos:R:3:forces:R:3
C -1.740749 -0.558672 -0.022141 0.1 -0.3 0.1
C -0.610838 0.199081 -0.686639 0.3 -0.6 0.3
C 0.528751 0.702254 0.225464 0.2 0.1 0.2
C 0.228733 0.972528 1.686500 -0.1 0.0 0.1
N 1.456704 -0.393754 0.022295 0.5 0.3 0.1
C 0.986692 -0.995345 -1.148652 -1.1 0.2 0.3
O 1.303936 -0.521733 -2.401788 0.1 0.5 -0.1
H -1.346459 -1.461717 0.448582 -0.2 -0.1 0.1
H -2.281601 0.009767 0.751759 0.2 0.0 -0.2
H -2.485832 -0.867704 -0.764478 0.2 0.0 0.1
H 0.660016 0.187480 -2.476949 0.4 0.2 -0.7
H -1.074279 1.070929 -1.230208 0.6 -1.0 -0.4
H 0.969804 1.607881 -0.216871 -0.2 0.0 0.1
H -0.469784 1.808223 1.784856 0.1 -0.1 0.0
H -0.221235 0.093591 2.162172 0.1 0.1 0.0
H 1.147597 1.230177 2.224404 -0.1 0.0 0.0
H 1.641687 -1.014167 0.797690 0.0 0.1 -0.1
H 1.306859 -2.068820 -1.155989 -1.2 0.4 0.1
```
Positions in Å, forces in eV/Å.

spin multiplicity: 1
net charge: 0
relative energy (zero: lowest compared OMol25 entry of this formula, charge and spin): 86.6 kcal/mol